(1)
Formula: C28H33Br2NO7W
Source: the Open Molecules 2025 dataset
Level of theory: ωB97M-V/def2-TZVPD

XYZ file:
```
72
Properties=species:S:1:pos:R:3:forces:R:3:lowdin_spin:R:1
W -3.666943 -20.092178 -2.903158 -1.657 0.730 -0.502 0.84
C -1.955723 -22.447001 -3.403923 1.167 0.615 0.567 0.00
C -2.760889 -22.421599 -4.668585 -0.555 1.294 0.236 0.00
O -3.168442 -21.024044 -4.831265 0.973 -0.596 0.107 0.02
C -4.011340 -20.763226 -5.983204 0.091 -0.210 1.161 0.00
C -5.417635 -21.102883 -5.487941 -0.302 2.046 0.615 0.00
O -5.433805 -20.873298 -4.016847 0.619 -0.047 -1.432 0.02
C -6.673872 -20.583262 -3.342287 1.765 0.342 0.510 0.00
C -6.414004 -21.234457 -2.036160 -2.316 -1.249 1.142 0.00
O -5.189902 -20.770336 -1.520349 0.618 -0.268 0.137 0.01
C -4.956738 -21.165704 -0.164640 1.877 -0.457 -0.271 0.02
C -3.059269 -22.713947 -1.210722 -1.320 -0.229 -0.670 0.03
O -2.646903 -21.852130 -2.304498 -1.021 -0.341 0.721 0.05
H -1.060066 -21.781438 -3.413704 -0.370 -0.839 -0.847 0.00
H -1.685327 -23.441355 -3.099005 0.326 -0.597 -0.251 0.00
H -3.685600 -23.004145 -4.644272 0.350 -0.371 0.116 0.00
H -2.122947 -22.638480 -5.502629 0.224 -0.534 -0.492 0.00
H -3.737236 -21.428968 -6.815533 0.073 0.481 0.163 0.00
H -3.794645 -19.704031 -6.168764 -0.520 -0.348 -0.369 0.00
H -5.656075 -22.130190 -5.622876 -0.380 -0.773 -0.299 0.00
H -6.143501 -20.410790 -5.954130 0.134 -0.598 0.204 0.00
H -7.471604 -21.026343 -3.848412 -1.367 -0.711 -0.774 0.00
H -6.805461 -19.518451 -3.230930 0.012 0.450 -0.254 0.00
H -6.406828 -22.350013 -2.147292 0.246 0.879 0.150 0.00
H -7.197356 -20.971385 -1.294755 0.210 -0.164 -0.491 0.00
H -5.567085 -21.982590 0.148770 -0.954 -0.292 -0.212 0.00
H -5.126131 -20.279039 0.446828 0.267 -0.215 0.244 0.00
H -3.911567 -24.451529 -1.641513 -0.262 0.803 0.081 0.00
H -2.217160 -23.401551 -1.056928 0.025 0.603 0.761 0.00
C -2.807371 -16.989740 -1.357059 -0.722 0.714 -1.049 0.01
C -2.328042 -18.213780 -0.678745 -1.550 -1.523 -1.174 0.04
C -1.323978 -18.094289 0.211147 2.293 1.737 0.731 -0.01
C -0.863540 -19.126216 0.951555 0.952 0.018 0.793 0.04
C -1.550659 -20.342901 0.922212 0.079 -0.192 -0.039 0.02
C -1.332357 -21.358808 1.917244 0.221 0.283 -0.256 0.34
Br 0.052958 -20.995029 3.097428 0.049 -0.814 0.511 0.10
C -2.261475 -22.397300 2.063351 1.560 1.471 0.022 0.00
C -3.309526 -22.457342 1.250278 -1.780 -1.057 -0.181 0.24
Br -4.678976 -23.654657 1.825083 0.091 -0.020 -0.342 0.06
C -3.483218 -21.734238 -0.032467 0.923 1.364 -1.011 0.04
O -4.165084 -23.503696 -1.607828 0.693 -0.143 0.067 0.00
C -2.514667 -20.498621 -0.062077 -1.146 0.366 0.029 0.09
N -2.858016 -19.472736 -0.915617 0.480 1.064 0.183 0.00
H -2.764149 -16.092214 -0.734577 0.190 -0.390 0.321 0.00
H -3.835747 -17.029584 -1.723594 -0.015 -0.389 0.165 0.00
H -2.219503 -16.732517 -2.242405 0.213 -0.202 0.090 0.00
H -0.773822 -17.137707 0.279138 -0.647 -0.485 0.033 0.00
H 0.006108 -18.938345 1.616729 -0.886 -0.385 -0.557 0.00
H -2.190118 -23.061909 2.866185 0.160 -0.811 1.185 -0.01
C -3.065130 -12.539098 -6.029108 1.719 0.509 -1.792 0.00
C -3.251232 -14.006538 -5.864251 -1.079 0.226 0.531 0.00
C -2.118711 -14.761663 -5.695450 0.360 -1.161 0.653 0.00
C -2.167909 -16.063101 -5.216729 -0.828 -0.822 0.585 0.00
C -0.857485 -16.780155 -4.888219 -0.628 -0.127 -0.875 0.00
C -3.480093 -16.662134 -4.965329 2.642 0.339 -0.151 0.00
C -4.623718 -15.937577 -5.312108 -1.482 -0.769 0.928 0.00
C -6.054253 -16.472045 -5.106556 -0.052 2.603 0.792 0.00
C -4.508788 -14.636202 -5.698750 -0.428 2.177 -0.770 0.00
C -3.573974 -17.908217 -4.213257 -0.049 0.205 -0.589 0.01
O -4.718742 -18.331808 -3.834834 1.532 -1.031 0.836 0.00
O -2.537951 -18.657640 -3.886198 -1.146 0.662 -0.014 0.02
H -3.145325 -12.183536 -7.066256 -0.302 -0.488 -0.096 0.00
H -2.034907 -12.187293 -5.802835 -0.557 -0.601 0.276 0.00
H -3.719505 -11.910480 -5.513646 -1.296 0.617 1.152 0.00
H -1.152421 -14.299689 -5.747776 0.317 0.210 -0.251 0.00
H 0.017594 -16.177695 -5.154333 -0.299 0.042 0.335 0.00
H -0.815040 -17.678023 -5.514979 0.122 0.031 0.101 0.00
H -0.840993 -17.158449 -3.868079 0.272 0.309 0.002 0.00
H -6.177197 -17.436606 -5.491869 -0.199 -1.560 -0.092 0.00
H -6.740395 -15.832852 -5.677721 0.261 -0.034 0.004 0.00
H -6.405058 -16.334477 -4.036594 0.594 -0.655 -1.139 0.00
H -5.467497 -14.040520 -5.815694 1.417 -0.693 0.003 0.00
```
Forces are in eV/Å.

As for the spin multiplicity: 3. The calculation puts the HOMO-LUMO gap (alpha / beta) at 6.7573 / 6.0353 eV. For the largest force on an atom, the calculation gives 0.0577 hartree/bohr. Its charge is +2. The calculated total energy comes out at -6882.69891 Eh. Its HOMO energy (alpha / beta) is -12.67 / -12.56 eV. The calculation puts the energy above the lowest of the compared OMol25 structures with the same formula, charge and spin at 72.0 kcal per mole.

=====

(2)
Formula: C28H33CuF5GeN3
Source: the Open Molecules 2025 dataset
Level of theory: ωB97M-V/def2-TZVPD

XYZ file:
```
71
Properties=species:S:1:pos:R:3:forces:R:3:mulliken_charge:R:1
Cu -0.010100 0.010300 0.149000 -0.069 0.384 -0.221 -0.41
C 0.351500 0.929700 7.079700 0.082 -0.052 -0.052 -1.65
C 1.541700 0.043300 6.849800 -0.018 0.022 -0.003 1.07
C 2.382900 -0.293700 7.899000 0.066 -0.077 -0.208 -0.67
C 3.473600 -1.134700 7.719200 0.073 -0.064 0.009 -0.61
C 3.692500 -1.690500 6.467400 -0.086 0.137 0.152 -1.00
C 2.861500 -1.375800 5.406200 -0.084 -0.042 -0.024 -0.22
C 1.804700 -0.467400 5.558900 0.274 -0.171 0.175 0.00
N 1.004900 -0.066500 4.509300 -0.324 0.234 0.344 0.07
C 1.071000 -0.411900 3.137400 -0.568 -0.032 -0.153 -0.20
N 2.317400 -0.397300 2.624800 0.285 0.326 0.754 0.53
C 2.777400 -0.555200 1.298500 -0.037 -0.437 -1.195 1.02
C 1.889500 -0.583800 0.204800 -0.077 -0.053 0.134 -1.78
C 2.509500 -0.810400 -1.034700 0.155 -0.139 0.048 0.30
C 3.872300 -0.990600 -1.192300 -0.011 0.020 -0.235 -0.90
C 4.703100 -0.899000 -0.091500 0.240 0.011 0.030 -0.72
C 4.168400 -0.673900 1.166700 0.071 -0.051 0.155 1.34
C 5.098800 -0.562300 2.348600 -0.094 -0.088 -0.140 -1.52
N 0.000300 -0.642000 2.488300 0.737 0.024 -0.219 -0.07
C -1.255800 -0.662400 3.034400 -0.713 -0.023 0.428 -0.44
C -2.118600 0.421800 2.824300 0.292 -0.056 0.102 -0.06
C -3.432100 0.370800 3.237300 -0.174 0.003 0.185 -0.80
C -3.922800 -0.759700 3.872900 -0.071 -0.031 0.060 -0.67
C -3.072300 -1.833600 4.095900 -0.327 0.016 0.106 -0.93
C -1.750000 -1.803000 3.696900 0.378 0.025 -0.022 1.25
C -0.832900 -2.966800 3.944100 -0.082 0.109 -0.059 -1.47
H 0.334800 1.284800 8.108800 -0.019 0.025 0.018 0.39
H -0.579600 0.386900 6.895500 -0.073 0.043 -0.032 0.32
H 0.369500 1.792600 6.413000 -0.053 0.079 -0.032 0.38
H 2.184100 0.123200 8.878100 -0.044 0.037 0.066 0.31
H 4.133600 -1.360600 8.545900 0.008 -0.023 0.044 0.36
H 4.516600 -2.374300 6.310500 0.006 -0.042 -0.019 0.38
H 3.008400 -1.857200 4.452600 0.048 0.043 -0.104 0.71
H 0.083600 0.267300 4.761500 0.115 -0.054 -0.077 0.35
H 3.002600 -0.014900 3.258900 -0.138 0.003 -0.068 0.25
H 1.887500 -0.838300 -1.922700 -0.043 -0.009 -0.070 0.34
H 4.297900 -1.181200 -2.172400 0.017 0.018 -0.074 0.35
H 5.777800 -0.996200 -0.207200 0.066 -0.009 0.047 0.22
H 6.133100 -0.675700 2.024500 0.042 0.018 0.002 0.37
H 4.896400 -1.334400 3.092200 0.019 -0.044 0.159 0.22
H 5.011600 0.409200 2.839900 0.035 0.112 0.129 0.35
H -1.731800 1.284400 2.309600 0.122 0.160 -0.239 0.47
H -4.081700 1.215900 3.052500 -0.034 0.048 -0.040 0.42
H -4.956400 -0.808000 4.190100 -0.063 -0.021 -0.005 0.37
H -3.452800 -2.724300 4.586700 0.017 -0.019 0.015 0.32
H -1.381200 -3.810600 4.362400 -0.012 -0.052 0.006 0.44
H -0.037500 -2.694800 4.640200 0.097 -0.044 0.037 0.19
H -0.360300 -3.265400 3.010400 0.105 -0.088 -0.082 0.30
F -0.244300 3.010400 1.272600 0.090 0.163 0.225 -0.36
C 0.191200 2.318400 0.112200 -0.084 -0.678 -0.028 0.29
F -0.531600 2.975500 -0.908200 0.163 0.008 -0.054 -0.37
C 1.618800 2.793400 -0.079900 0.488 0.780 -0.175 0.42
F 1.810300 4.169000 -0.178800 -0.295 0.080 0.059 -0.37
F 2.185900 2.325900 -1.204700 -0.273 -0.232 -0.120 -0.28
F 2.430100 2.445700 0.936100 -0.163 -0.218 0.291 -0.26
C -1.780100 -0.672900 -3.638200 -0.095 -0.103 0.406 -1.23
Ge -2.401300 -1.403200 -1.877000 -0.113 0.025 0.229 0.29
C -4.394700 -1.720700 -2.218300 0.494 0.055 0.034 -1.38
C -1.683400 -3.281800 -1.891000 -0.113 0.436 0.047 -1.27
C -1.977400 -0.343100 -0.286400 -0.234 -0.527 -0.772 -0.28
H -2.093000 -1.310500 -4.464200 -0.097 -0.146 -0.057 0.38
H -0.696800 -0.607200 -3.649600 0.221 0.011 0.058 0.32
H -2.167800 0.326400 -3.812600 -0.103 0.195 0.027 0.37
H -4.551600 -2.327000 -3.109100 0.002 -0.131 -0.200 0.35
H -4.924300 -0.780400 -2.354500 -0.016 0.213 -0.010 0.39
H -4.854500 -2.234800 -1.376900 0.005 -0.084 0.191 0.38
H -1.978000 -3.808200 -2.798700 -0.099 -0.001 -0.146 0.40
H -2.041700 -3.852500 -1.037900 -0.099 -0.039 0.179 0.37
H -0.598800 -3.266000 -1.842100 0.202 0.074 0.038 0.34
H -2.455800 -0.873900 0.546900 -0.047 -0.122 -0.014 -0.05
H -2.523200 0.603900 -0.397000 0.030 0.066 -0.038 0.30
```
Forces are in eV/Å.

The calculation puts the HOMO-LUMO gap at 3.6979 eV. For the largest force on an atom, the calculation gives 0.0247 hartree/bohr. Its charge is -2. The calculated total energy comes out at -5467.71983 Eh. Its HOMO energy is 0.48 eV.

=====

(3)
Formula: C28H33F6N5O4PRhS6
Source: the Open Molecules 2025 dataset
Level of theory: ωB97M-V/def2-TZVPD

XYZ file:
```
84
Properties=species:S:1:pos:R:3:forces:R:3:mulliken_charge:R:1
Rh 0.329471 -0.349336 0.030483 -0.048 -0.190 -0.048 1.61
S 2.152006 0.548044 1.083452 0.150 0.130 -0.056 -0.63
C 1.620971 0.751437 2.747197 -0.031 0.003 0.044 0.31
C 2.549335 1.017783 3.750492 -0.016 -0.024 -0.058 -0.92
C 2.124185 1.200477 5.054501 -0.033 -0.002 0.034 -0.66
C 0.770211 1.132157 5.363270 0.034 0.039 0.005 -0.53
C -0.156279 0.889576 4.365856 0.004 0.021 -0.064 -0.83
C 0.267164 0.695078 3.053904 0.061 0.014 0.027 0.73
S -0.920876 0.407805 1.786127 -0.180 -0.015 0.103 -0.84
H 3.602982 1.060997 3.502715 0.002 -0.002 0.003 0.47
H 2.851732 1.381748 5.834877 -0.001 0.001 0.001 0.38
H 0.437196 1.249307 6.385685 -0.001 -0.011 -0.002 0.39
H -1.210545 0.812544 4.601312 0.012 -0.002 0.004 0.43
N 3.543854 -0.150374 -1.637851 0.015 0.005 -0.023 -0.19
C 2.653061 -1.077749 -2.064928 0.027 0.000 0.003 -0.56
N 1.464568 -1.270854 -1.550018 -0.013 -0.044 -0.025 1.26
C 0.812403 -2.321539 -2.181699 -0.057 0.026 -0.004 -0.46
C 1.482961 -2.883595 -3.206887 -0.006 -0.004 0.036 -0.29
S 3.014431 -2.120840 -3.394302 -0.001 -0.009 -0.008 -0.28
C -0.495318 -2.699616 -1.659028 0.027 -0.007 0.016 -0.87
C -1.180224 -3.822411 -1.948448 0.003 0.021 -0.027 -0.55
S -2.571510 -3.939399 -0.945338 0.005 -0.017 0.009 -0.26
C -2.113646 -2.471767 -0.149535 -0.057 0.060 0.051 -0.65
N -1.061914 -1.880749 -0.683177 0.039 -0.035 -0.095 1.32
N -2.817729 -2.027043 0.906101 0.042 0.009 -0.027 0.07
H 3.498092 0.083130 -0.650511 -0.019 -0.007 0.024 0.00
H 4.479037 -0.222571 -2.002409 -0.004 -0.001 -0.017 0.29
H 1.171362 -3.686802 -3.851358 -0.002 0.006 -0.008 0.48
H -0.912771 -4.606653 -2.634979 -0.001 0.005 -0.009 0.48
H -3.345695 -2.728441 1.403862 0.013 0.004 0.005 0.42
H -2.302366 -1.425080 1.550417 -0.008 0.057 -0.013 -0.40
C -3.004931 0.628921 -1.086141 -0.011 0.032 0.000 -1.95
C -2.188094 1.915768 -1.225252 0.028 -0.010 0.013 2.26
C -2.560567 2.560138 -2.571040 -0.011 -0.033 0.019 -1.71
C -2.669137 2.836155 -0.091486 -0.026 0.018 -0.010 -2.00
P -0.310196 1.541486 -1.153042 0.009 0.005 0.075 2.08
C 0.054705 1.185636 -2.922238 -0.004 -0.025 0.013 1.32
C 0.839264 1.977528 -3.756343 0.006 0.016 -0.019 -0.97
C 1.025471 1.648293 -5.093168 0.002 -0.008 0.001 -0.86
C 0.427422 0.520929 -5.629486 -0.004 -0.007 0.006 -0.94
C -0.355667 -0.281744 -4.812251 0.011 0.004 0.005 -0.88
C -0.531072 0.046951 -3.479333 -0.017 0.028 -0.022 -0.73
C 0.568476 3.168180 -0.733506 -0.019 -0.014 -0.029 2.13
C 2.075591 3.081590 -1.072703 0.010 0.009 0.124 -2.06
C 0.009054 4.387179 -1.489787 -0.024 -0.005 -0.018 -1.82
C 0.422873 3.459364 0.768365 -0.016 0.082 0.025 -1.99
H -4.057953 0.898194 -1.203823 -0.001 -0.011 0.004 0.74
H -2.893027 0.188178 -0.100446 0.008 -0.036 0.004 0.49
H -2.779858 -0.118252 -1.842329 0.043 -0.030 -0.023 0.14
H -3.617195 2.834232 -2.518539 0.002 0.002 0.001 0.54
H -2.439078 1.870224 -3.404123 0.004 -0.007 -0.006 0.30
H -1.998621 3.462709 -2.791996 0.033 0.029 -0.005 0.25
H -3.759012 2.883895 -0.159818 0.002 -0.006 -0.004 0.59
H -2.300530 3.854942 -0.173092 -0.040 -0.054 0.021 0.36
H -2.413027 2.440492 0.888089 -0.021 -0.017 0.004 0.23
H 1.323356 2.861953 -3.384798 -0.036 -0.003 -0.021 0.12
H 1.643848 2.284210 -5.713570 -0.001 0.001 0.000 0.46
H 0.572059 0.267083 -6.671529 -0.002 0.001 -0.001 0.39
H -0.827560 -1.172745 -5.207098 0.001 -0.002 0.000 0.51
H -1.131707 -0.603621 -2.863666 -0.052 -0.008 0.029 0.26
H 2.309092 3.570581 -2.016778 0.000 0.036 0.045 0.52
H 2.457395 2.068705 -1.110423 0.017 -0.042 -0.057 0.52
H 2.631159 3.605970 -0.293671 0.015 -0.037 0.013 0.43
H 0.004387 4.264198 -2.570458 0.008 -0.010 -0.041 0.33
H 0.667819 5.227870 -1.258422 -0.001 -0.002 0.000 0.55
H -0.991074 4.668648 -1.172300 0.056 0.002 -0.035 0.38
H 0.944201 2.727761 1.373157 0.009 -0.007 0.020 0.35
H -0.609611 3.508792 1.100201 0.044 0.007 -0.009 0.16
H 0.882694 4.434374 0.952954 -0.003 0.004 -0.001 0.70
F 2.408328 -4.713334 1.025445 0.006 -0.009 0.015 -0.20
C 2.093879 -4.236429 2.235980 -0.002 0.006 -0.053 0.46
F 1.920204 -5.261747 3.062404 -0.023 0.014 0.014 -0.20
F 3.100837 -3.488289 2.671856 -0.002 -0.013 0.004 -0.18
S 0.548041 -3.246893 2.087141 -0.086 -0.114 -0.005 1.60
O 0.981727 -2.246878 1.122443 0.087 0.163 0.092 -0.74
O -0.469529 -4.158011 1.639762 0.026 0.024 -0.030 -0.77
N 0.408737 -2.681633 3.526960 -0.010 -0.026 -0.042 -0.50
S -0.909288 -2.701679 4.409921 -0.026 -0.035 0.020 1.07
O -2.117320 -2.484710 3.661075 0.000 0.015 -0.020 -0.69
O -0.668627 -1.939144 5.590966 0.011 -0.048 0.035 -0.60
C -1.075592 -4.450499 5.024457 -0.002 0.082 -0.023 0.51
F -1.650087 -5.233347 4.113788 0.071 -0.008 -0.007 -0.21
F 0.113335 -4.960942 5.342281 -0.002 0.013 0.005 -0.23
F -1.841738 -4.446491 6.115630 -0.019 0.007 -0.005 -0.21
```
Forces are in eV/Å.

The calculation puts the HOMO-LUMO gap at 6.7938 eV. For the largest force on an atom, the calculation gives 0.0040 hartree/bohr. The calculated total energy comes out at -5101.86616 Eh. Its HOMO energy is -7.17 eV. The calculation puts the energy above the lowest of the compared OMol25 structures with the same formula, charge and spin at 3.4 kcal per mole.

=====

> Which of these has the highest calculated total energy?

C28H33F6N5O4PRhS6